DFT (wB97M-V/def2-TZVPD) results for a 12-piece molecular cluster, C14H52N10O12 overall.

Properties
* energy above the lowest of the compared OMol25 structures with the same formula, charge and spin: 7.561 eV
* LUMO level: 0.00077 Eh
* SMILES string: NC(N)=O.NC(N)=O.NC(N)=O.NC(N)=O.NC(N)=O.CCO.CCO.CO.CO.CO.CO.CO
* 2S+1: 1
* highest occupied orbital energy: -9.22 eV

Last column: Löwdin charge in e.
Atoms and positions in Å:
N: 0.96 1.32 2.63  0.18
C: 1.55 1.43 3.83  -0.59
N: 2.06 2.60 4.10  0.13
O: 1.24 0.47 4.81  -0.18
H: 0.53 0.42 2.56  0.07
H: 1.12 2.00 1.88  0.08
H: 2.39 2.92 5.10  0.18
H: 1.96 3.41 3.48  0.08
N: 1.94 -0.75 -2.60  0.17
C: 1.76 0.50 -2.98  -0.57
N: 2.47 1.34 -2.27  0.14
O: 1.00 0.84 -4.08  -0.08
H: 1.64 -1.48 -3.24  0.14
H: 2.58 -1.10 -1.88  0.10
H: 2.48 2.16 -2.91  0.16
H: 3.29 1.11 -1.77  0.08
N: 3.94 -0.59 1.50  0.19
C: 4.73 -0.72 0.51  -0.63
N: 5.94 -0.80 0.91  0.16
O: 4.36 -0.51 -0.81  -0.13
H: 3.04 -0.29 1.16  0.09
H: 4.21 -0.88 2.45  0.15
H: 6.60 -0.76 0.17  0.11
H: 6.26 -1.50 1.60  0.14
N: -0.86 -2.95 4.21  0.13
C: -1.30 -2.23 3.26  -0.70
N: -1.54 -0.99 3.63  0.16
O: -1.52 -2.74 2.03  -0.11
H: -0.82 -4.04 3.99  0.19
H: -0.68 -2.67 5.22  0.15
H: -1.79 -0.24 2.98  0.05
H: -1.35 -0.64 4.62  0.15
N: 1.08 3.30 -1.10  0.17
C: 0.80 3.85 0.02  -0.64
N: 1.82 3.76 0.85  0.14
O: -0.40 4.49 0.18  -0.09
H: 0.34 3.31 -1.79  0.06
H: 1.74 2.51 -1.22  0.07
H: 1.75 4.33 1.67  0.10
H: 2.77 3.46 0.61  0.14
C: -0.71 0.61 -0.47  -0.08
C: -0.06 -0.60 0.16  -0.27
O: 1.29 -0.25 0.07  -0.16
H: -0.56 1.51 0.03  0.04
H: -1.84 0.47 -0.30  0.09
H: -0.71 0.70 -1.55  0.06
H: -0.24 -1.49 -0.54  0.12
H: -0.27 -0.71 1.27  0.10
H: 1.53 -0.25 -0.90  0.03
C: -2.99 4.12 -2.39  -0.06
C: -1.87 3.15 -2.55  -0.27
O: -0.68 3.77 -3.18  -0.11
H: -3.38 4.30 -3.34  0.05
H: -2.64 5.08 -2.11  0.08
H: -3.71 3.74 -1.69  0.07
H: -2.12 2.23 -3.11  0.12
H: -1.66 2.75 -1.63  0.04
H: -0.75 3.85 -4.16  0.12
C: -3.94 -2.06 0.32  -0.20
O: -4.21 -1.78 -0.99  -0.10
H: -3.16 -1.34 0.65  0.06
H: -3.51 -3.08 0.47  0.08
H: -4.78 -2.10 0.96  0.06
H: -4.17 -2.53 -1.55  0.06
C: -2.01 -1.02 -3.51  -0.18
O: -1.43 -0.50 -4.66  -0.12
H: -2.39 -0.16 -2.94  0.07
H: -1.39 -1.58 -2.93  0.01
H: -2.82 -1.71 -3.80  0.09
H: -0.58 -0.10 -4.45  0.01
C: 1.78 -3.33 1.03  -0.22
O: 2.07 -4.67 0.90  -0.10
H: 2.49 -2.68 0.54  0.06
H: 1.47 -2.99 2.02  0.08
H: 0.81 -3.17 0.48  0.04
H: 1.26 -5.05 1.35  0.11
C: -0.37 -4.20 -1.53  -0.19
O: -0.58 -5.59 -1.63  -0.09
H: 0.65 -3.86 -1.63  0.07
H: -0.97 -3.66 -0.75  0.09
H: -0.86 -3.84 -2.44  0.07
H: 0.05 -5.85 -2.27  0.06
C: -3.62 1.70 1.31  -0.08
O: -2.55 1.16 2.13  -0.13
H: -3.33 2.51 0.71  0.06
H: -4.33 2.05 1.97  0.05
H: -4.08 0.91 0.67  0.10
H: -2.22 1.88 2.62  0.06

---

DFT (wB97M-V/def2-TZVPD) results for C47H52BiI2N10O4S2Se as an isolated structure.

Properties
* energy above the lowest of the compared OMol25 structures with the same formula, charge and spin: 0.029 eV
* LUMO level: 0.06230 Eh
* 2S+1: 1
* highest occupied orbital energy: -4.88 eV
* net charge: -1

Last column: Löwdin charge in e.
Atoms and positions in Å:
Bi: 1.02 1.06 0.88  1.59
N: -1.24 3.40 -0.50  0.03
C: -0.48 2.64 -0.06  -0.40
I: 2.93 3.27 1.43  0.66
I: 3.02 5.31 3.79  -0.23
O: 3.65 -2.69 -0.20  0.04
C: 4.62 -1.85 0.21  -0.27
C: 5.85 -1.88 -0.44  -0.02
C: 6.87 -1.03 -0.04  -0.10
C: 6.68 -0.14 1.01  -0.10
C: 5.45 -0.10 1.65  -0.03
C: 4.41 -0.94 1.26  -0.08
C: 3.06 -0.79 1.90  -0.68
O: 2.85 0.17 2.68  -0.17
O: 2.14 -1.59 1.51  -0.11
H: 2.88 -2.49 0.40  0.05
H: 5.98 -2.57 -1.27  0.11
H: 7.82 -1.07 -0.56  0.10
H: 7.48 0.52 1.32  0.09
H: 5.26 0.60 2.45  0.11
N: 2.71 1.80 -0.18  -0.62
C: 2.91 2.33 -1.48  -0.47
C: 4.23 2.64 -1.85  -0.06
C: 4.51 3.11 -3.12  -0.09
C: 3.49 3.30 -4.05  -0.11
C: 2.19 3.01 -3.69  -0.10
C: 1.90 2.54 -2.41  -0.09
H: 5.02 2.48 -1.13  0.10
H: 5.53 3.35 -3.39  0.10
H: 3.71 3.67 -5.04  0.09
H: 1.38 3.18 -4.39  0.09
H: 0.87 2.40 -2.11  0.05
C: -1.37 6.86 -1.64  -0.05
N: -0.75 6.66 -0.35  -0.09
C: 0.59 6.53 -0.12  -0.79
Se: 1.94 6.57 -1.36  0.54
N: 0.72 6.33 1.21  0.10
C: -0.51 6.33 1.84  -0.19
C: -0.89 6.14 3.16  -0.01
C: -2.25 6.19 3.44  -0.10
C: -3.19 6.42 2.44  -0.11
C: -2.81 6.61 1.11  -0.03
C: -1.46 6.55 0.84  -0.19
H: -0.57 7.05 -2.36  0.03
H: -2.05 7.71 -1.60  0.09
H: -1.91 5.96 -1.94  0.08
H: 1.61 6.19 1.68  -0.03
H: -0.14 5.95 3.92  0.06
H: -2.58 6.05 4.46  0.10
H: -4.24 6.45 2.70  0.09
H: -3.54 6.77 0.33  0.10
C: -1.55 -5.95 -3.28  -0.08
C: -1.80 -5.14 -2.02  -0.21
N: -0.84 -5.42 -0.96  -0.05
C: -0.93 -6.73 -0.32  -0.21
C: 0.29 -7.60 -0.59  -0.07
C: -0.07 -4.48 -0.33  -0.39
O: 0.45 -4.70 0.75  0.07
C: 0.15 -3.16 -1.02  -0.10
C: 0.48 -3.03 -2.36  0.00
C: 0.66 -1.77 -2.88  -0.02
C: 0.50 -0.67 -2.05  -0.11
N: 0.25 -0.80 -0.74  -0.02
C: 0.12 -2.02 -0.23  -0.10
H: -2.28 -5.69 -4.05  0.08
H: -1.63 -7.02 -3.09  0.07
H: -0.55 -5.77 -3.68  0.07
H: -2.80 -5.36 -1.64  0.12
H: -1.79 -4.08 -2.25  0.11
H: -1.84 -7.20 -0.68  0.11
H: -1.04 -6.58 0.76  0.12
H: 0.42 -7.77 -1.66  0.07
H: 0.18 -8.57 -0.10  0.07
H: 1.19 -7.12 -0.20  0.08
H: 0.59 -3.91 -2.98  0.12
H: 0.92 -1.61 -3.92  0.11
H: 0.60 0.33 -2.43  0.09
H: -0.04 -2.11 0.83  0.10
S: -2.32 -4.11 4.58  0.99
C: -1.92 -2.57 3.78  -0.52
C: -2.51 -2.27 2.56  -0.08
C: -2.12 -1.12 1.89  -0.16
N: -1.22 -0.26 2.39  0.00
C: -0.69 -0.54 3.58  -0.13
C: -1.01 -1.67 4.32  -0.06
C: -0.67 -4.61 5.03  -0.54
C: 0.32 -4.73 4.06  -0.07
C: 1.59 -5.10 4.46  -0.12
N: 1.92 -5.38 5.73  0.06
C: 0.96 -5.27 6.64  -0.16
C: -0.34 -4.87 6.35  -0.10
H: -3.20 -2.96 2.09  0.11
H: -2.50 -0.97 0.88  0.04
H: 0.06 0.15 3.95  0.11
H: -0.51 -1.86 5.26  0.12
H: 0.13 -4.49 3.02  0.09
H: 2.39 -5.16 3.73  0.11
H: 1.24 -5.48 7.66  0.10
H: -1.08 -4.78 7.13  0.10
C: -4.69 3.16 -1.94  -0.06
N: -4.05 1.96 -1.43  -0.21
C: -4.08 1.83 0.02  -0.10
C: -3.68 0.93 -2.21  -0.78
S: -3.56 -0.65 -1.63  0.62
N: -3.42 1.25 -3.52  -0.22
C: -3.27 0.18 -4.50  -0.12
C: -2.68 2.47 -3.86  -0.06
H: -4.95 3.03 -2.99  0.08
H: -4.05 4.03 -1.82  0.08
H: -5.62 3.32 -1.38  0.09
H: -3.91 2.82 0.45  0.08
H: -3.29 1.17 0.35  0.03
H: -5.05 1.44 0.36  0.09
H: -3.96 -0.63 -4.28  0.05
H: -2.26 -0.22 -4.51  0.08
H: -3.49 0.59 -5.49  0.09
H: -2.31 2.95 -2.96  0.06
H: -3.28 3.17 -4.44  0.08
H: -1.81 2.19 -4.46  0.09

---

DFT (wB97M-V/def2-TZVPD) results for C24H27GeI2LuNSe2 as an isolated structure.

Properties
* LUMO level (alpha / beta): -0.26796 / -0.40100 Eh
* 2S+1: 2
* highest occupied orbital energy (alpha / beta): -13.07 / -13.07 eV
* net charge: +2

Last column: natural (NBO) charge in e.
Atoms and positions in Å:
Lu: 2.00 -1.98 1.58  1.28
C: 2.16 0.51 4.80  -0.69
Se: 0.73 -0.09 3.44  0.23
C: -0.28 -1.37 4.56  -0.56
C: 0.47 -2.59 5.03  -0.52
Se: 1.10 -3.80 3.49  0.30
C: -0.66 -4.37 2.76  -0.78
H: 1.70 0.42 5.87  0.25
H: 2.35 1.53 4.52  0.24
H: 3.04 -0.12 4.65  0.26
H: -1.18 -1.61 3.99  0.23
H: -0.58 -0.77 5.43  0.26
H: 0.01 -3.24 5.75  0.26
H: 1.45 -2.41 5.49  0.25
H: -0.99 -3.66 1.94  0.23
H: -1.25 -4.40 3.65  0.23
H: -0.56 -5.47 2.45  0.28
I: 0.44 -3.80 -0.67  0.04
C: 2.58 -3.68 -0.07  -0.99
I: 4.51 -2.11 2.87  -0.37
H: 3.15 -3.75 -1.02  0.25
H: 2.57 -4.44 0.67  0.20
N: 1.62 -0.37 0.16  -0.60
C: 1.44 0.49 -0.70  0.20
C: -3.48 -0.57 0.90  0.07
C: -3.63 -0.65 -0.52  -0.13
C: -2.65 -0.09 -1.35  -0.20
C: -1.68 0.80 -0.81  -0.17
C: -1.63 0.96 0.59  -0.09
C: -2.44 0.24 1.43  -0.24
Ge: -0.07 1.39 -1.82  1.56
C: 0.07 3.27 -1.97  -0.43
C: 1.35 3.87 -1.90  -0.21
C: 1.46 5.19 -1.46  -0.18
C: 0.37 5.94 -1.11  -0.17
C: -0.89 5.36 -1.33  -0.19
C: -1.03 4.06 -1.75  -0.24
C: -0.09 0.45 -3.52  -0.49
C: 0.36 1.14 -4.62  -0.20
C: 0.65 0.52 -5.84  -0.18
C: 0.46 -0.85 -5.94  -0.16
C: -0.01 -1.58 -4.81  -0.19
C: -0.37 -0.95 -3.62  -0.21
H: -4.04 -1.27 1.52  0.25
H: -4.48 -1.23 -0.98  0.27
H: -2.83 -0.19 -2.36  0.26
H: -0.94 1.63 1.04  0.23
H: -2.48 0.43 2.47  0.25
H: 2.25 3.27 -2.06  0.23
H: 2.47 5.50 -1.27  0.24
H: 0.44 6.92 -0.72  0.24
H: -1.80 5.92 -1.11  0.24
H: -2.07 3.67 -1.82  0.22
H: 0.55 2.21 -4.54  0.22
H: 1.10 1.11 -6.64  0.24
H: 0.40 -1.37 -6.94  0.25
H: -0.28 -2.64 -4.98  0.24
H: -0.84 -1.36 -2.78  0.20

---

no.,maximum force (eV/A),E (Ha)
1,9.203,-2014.87411
2,0.456,-6678.68619
3,8.775,-9695.52919